The following is a DFT calculation (ωB97M-V/def2-TZVPD) of a molecular structure, C36H50Br4N3O5PPb at a distorted geometry.

Values from the calculation:
- gap between HOMO and LUMO (eV) = 5.04
- DFT total energy (eV) = -347557.0626
- net charge = 0
- 2S+1 = 1

Structure (XYZ):
```
100
C36H50Br4N3O5PPb, DFT ωB97M-V/def2-TZVPD
Pb 1.05407 -1.48763 -0.34284
Br 8.60351 -0.24405 -2.36975
C 7.03063 -0.53527 -1.40023
C 7.14592 -0.94578 0.02627
Br 8.85368 -1.15813 0.75951
C 6.06502 -1.16090 0.79314
Br 6.10650 -1.66676 2.58378
C 4.70897 -0.96680 0.23651
O 3.70835 -1.10390 0.88123
C 4.59032 -0.59259 -1.25418
O 3.49699 -0.51616 -1.73855
C 5.84056 -0.37173 -2.00316
Br 5.61299 0.14118 -3.78262
O 0.73077 -0.13899 1.88393
C 0.38224 -0.95348 3.01481
C 0.22290 -2.43067 2.58434
O 0.15842 -3.29924 3.44579
O 0.11152 -2.67089 1.31513
C 1.50221 -0.77587 4.03918
C 1.41625 -1.39886 5.28350
C 2.42177 -1.23520 6.22148
C 3.52882 -0.44220 5.93748
C 3.61748 0.18076 4.70304
C 2.60894 0.01336 3.75950
C -0.96767 -0.46213 3.56004
C -2.15176 -1.03682 3.10205
C -3.38031 -0.56800 3.54330
C -3.44423 0.49322 4.43544
C -2.26932 1.08173 4.88451
C -1.03982 0.60334 4.45194
H -0.07092 0.15330 1.40796
H 0.56348 -2.02813 5.50003
H 2.33959 -1.72940 7.18175
H 4.31016 -0.30924 6.67649
H 4.47106 0.80517 4.46803
H 2.67986 0.50938 2.80198
H -2.10810 -1.87194 2.41101
H -4.29111 -1.03617 3.18923
H -4.40401 0.85757 4.78186
H -2.30780 1.90945 5.58277
H -0.12653 1.05788 4.81630
C 1.93629 2.38574 -0.32877
C 0.95313 2.62730 -1.48697
C 1.64983 2.11296 -2.75470
C 0.74704 4.13976 -1.63503
P -0.60323 1.59671 -1.18206
N -0.25450 0.15399 -0.72852
C -1.65839 2.51098 0.09688
C -0.76168 2.97144 1.26409
C -2.41166 3.74757 -0.41125
C -2.67650 1.50433 0.67940
C -1.58534 1.50252 -2.79979
C -2.98110 0.95713 -2.45861
C -0.92724 0.45916 -3.72080
C -1.75198 2.80944 -3.58479
H 2.89609 2.84281 -0.59417
H 2.09877 1.32162 -0.16100
H 1.60827 2.82584 0.61039
H 2.64554 2.56521 -2.80859
H 1.12029 2.39034 -3.66408
H 1.77756 1.02949 -2.73547
H 1.70304 4.59307 -1.91776
H 0.43111 4.61066 -0.70564
H 0.02490 4.39568 -2.41079
H -0.15870 3.84097 1.00293
H -0.09839 2.19072 1.63382
H -1.40994 3.26407 2.09452
H -1.76046 4.48551 -0.87812
H -2.89288 4.22877 0.44678
H -3.20249 3.49073 -1.11450
H -2.33224 0.47457 0.58204
H -3.64937 1.58566 0.19515
H -2.82370 1.69942 1.74397
H -2.91392 0.05187 -1.85274
H -3.49328 0.70422 -3.39181
H -3.59827 1.68571 -1.93594
H -0.57842 -0.40331 -3.15521
H -0.10330 0.87352 -4.29892
H -1.67804 0.10044 -4.43218
H -2.30123 3.57186 -3.03414
H -2.31760 2.59340 -4.49767
H -0.79716 3.23340 -3.89604
C -4.01511 -2.92026 -2.99602
C -2.73164 -3.71957 -2.79722
C -2.96673 -4.83068 -1.76967
C -2.27565 -4.31202 -4.12620
N -1.73026 -2.73469 -2.34853
N -0.43622 -3.23320 -2.05793
H -4.82000 -3.56644 -3.35045
H -3.85488 -2.12149 -3.72266
H -4.33883 -2.46633 -2.05421
H -3.76662 -5.49654 -2.10059
H -3.25366 -4.40960 -0.80285
H -2.07792 -5.44939 -1.62316
H -3.06968 -4.92361 -4.55857
H -1.40012 -4.95354 -4.00128
H -2.02916 -3.51384 -4.83020
H -2.05999 -2.27738 -1.50507
H 0.08275 -3.33350 -2.92060
H -0.44847 -4.13262 -1.58067
```

=====

The following is a DFT calculation (ωB97M-V/def2-TZVPD) of a molecular structure, C36H50InN2O5PS3Te.

Values from the calculation:
- gap between HOMO and LUMO (eV) = 6.63
- DFT total energy (eV) = -105624.7601
- net charge = 0
- 2S+1 = 1

Structure (XYZ):
```
99
C36H50InN2O5PS3Te, DFT ωB97M-V/def2-TZVPD
In -0.28568 -0.32045 1.10986
C 3.51432 2.54122 1.55039
C 2.36331 1.65923 1.98013
N 1.54235 1.22484 1.07799
N 1.85629 1.45040 -0.22324
C 1.00698 1.96111 -1.00508
S -0.52601 2.70405 -0.41340
S 1.44909 2.17302 -2.71400
C 2.97781 3.17321 -2.51505
C 2.72905 4.65445 -2.42528
C 2.15791 5.21717 -1.28474
C 1.93399 6.58211 -1.20550
C 2.27776 7.40792 -2.26885
C 2.84079 6.85786 -3.41008
C 3.06006 5.48809 -3.48775
C 2.11054 1.41137 3.39275
C 3.13885 1.57614 4.34456
C 2.90645 1.52498 5.69625
C 1.58533 1.36701 6.15118
C 0.56271 1.17768 5.26023
C 0.79201 1.09310 3.85467
O -0.16317 0.77960 3.05730
H 3.12419 3.43115 1.05547
H 4.13204 2.86240 2.38030
H 4.13050 2.01128 0.81967
H 3.47288 2.77892 -1.63064
H 3.56932 2.93348 -3.39764
H 1.87080 4.57637 -0.45964
H 1.48780 7.00278 -0.31284
H 2.10633 8.47525 -2.20785
H 3.10858 7.49451 -4.24442
H 3.49297 5.06169 -4.38646
H 4.15889 1.70543 4.00449
H 3.72337 1.62061 6.39947
H 1.37775 1.38859 7.21496
H -0.46029 1.04577 5.59353
C 2.05920 -2.09520 4.27879
C 1.22513 -2.66649 3.15298
C -0.14691 -2.88364 3.33711
C -0.76724 -2.64236 4.69471
C -0.93909 -3.31484 2.26394
C -2.44502 -3.38677 2.41067
C -0.34137 -3.60473 1.03208
C -1.17208 -4.13205 -0.11575
C 1.02417 -3.37305 0.84299
C 1.62017 -3.52686 -0.54017
C 1.81432 -2.93705 1.91151
C 3.31053 -2.77951 1.74134
H 2.47381 -2.88242 4.91727
H 1.46685 -1.43164 4.90330
H 2.88628 -1.50123 3.89395
H -1.07243 -1.59494 4.79494
H -0.05953 -2.86260 5.49166
H -1.64243 -3.26997 4.84875
H -2.78415 -4.37304 2.74082
H -2.93158 -3.15458 1.46435
H -2.79289 -2.64752 3.13020
H -1.52519 -3.30758 -0.74731
H -2.03949 -4.68079 0.24560
H -0.59292 -4.81045 -0.73986
H 1.93728 -4.55575 -0.73955
H 2.48600 -2.87883 -0.66493
H 0.89178 -3.24358 -1.29942
H 3.57709 -1.75410 1.46253
H 3.69355 -3.44922 0.97414
H 3.83058 -3.01597 2.66793
C -5.12698 -1.89529 -2.69464
C -3.90728 -1.01609 -2.54278
O -3.67981 -0.76154 -1.14482
P -3.58637 0.71031 -0.55393
O -3.32179 0.64741 0.89046
Te -2.18011 2.11708 -2.00359
O -4.97042 1.41403 -0.95691
C -6.14003 1.06380 -0.16810
C -7.36656 1.28389 -1.02187
H -5.29413 -2.11479 -3.75005
H -6.01333 -1.40226 -2.29358
H -4.98034 -2.83413 -2.16004
H -4.04835 -0.07611 -3.08594
H -3.01027 -1.50420 -2.92160
H -6.14899 1.69323 0.72004
H -6.06695 0.02447 0.15806
H -7.43994 2.33044 -1.31948
H -8.26235 1.00726 -0.46540
H -7.31122 0.67771 -1.92716
O -0.88800 -1.70595 -2.32884
S 0.02656 -0.76629 -3.05497
C -0.55306 -0.74055 -4.78318
C -0.03367 -2.02801 -5.40222
C 1.44086 -2.07590 -5.00942
C 1.49981 -1.75721 -3.51413
H -0.11668 0.14643 -5.25333
H -1.63732 -0.64747 -4.75973
H -0.17264 -2.05439 -6.48362
H -0.56535 -2.87628 -4.96549
H 1.99319 -1.32101 -5.57418
H 1.88949 -3.04512 -5.22847
H 2.38290 -1.18715 -3.22383
H 1.41892 -2.64196 -2.88261
```

=====

For the records above, the corresponding HOMO level values read -7.673 -6.935 eV.
For the records above, the corresponding LUMO values read -2.63 -0.31 eV.
For the records above, the corresponding ΔE to the lowest compared entry with this formula, charge and spin values read 5.6 66.9 kcal/mol.